Here is an isolated molecule of C20H21NS in a non-equilibrium geometry from OMol25. Energies are from ωB97M-V/def2-TZVPD.

Net charge: 0
Energy (eV): -33405.8131
2S+1: 1
SMILES string: Cc1ccc([C@@H](Sc2ccc3ccccc3c2)N(C)C)cc1
HOMO level (eV): -7.79
Lowest unoccupied orbital energy (eV): 0.377

Cartesian coordinates (Å):
C 3.2141 5.2821 4.5327
C 4.1394 4.1826 4.6551
C -4.2276 -0.4935 1.3923
C 1.8230 5.0047 4.4589
H 0.3062 3.4873 4.1829
H -4.3198 -1.3106 0.6689
C -2.2751 1.0951 1.3482
C -0.6337 -0.7667 2.6059
H 4.2530 -0.5505 1.4097
H 4.3197 2.0228 4.5976
H -0.0058 -1.4791 3.1476
C 5.9924 5.7730 4.7463
H 3.8443 1.1886 1.4338
C 3.6716 0.2172 1.9284
C 3.6370 2.8688 4.5539
S 1.7011 0.9735 4.2389
C 1.8802 -1.1821 0.9768
C 2.2729 2.6269 4.3715
C -2.7878 -0.1648 1.6625
H 6.1867 3.6392 5.0721
C -1.9482 -1.1040 2.2755
H -0.5508 2.4159 1.4201
C 1.3608 3.7101 4.3249
H 7.0592 5.9770 4.8532
N 2.2817 -0.1590 1.9089
H 1.5952 1.8042 2.0572
H 5.4791 7.8487 4.3819
C 5.5161 4.4722 4.8512
H 1.4865 -2.0637 1.5096
H -4.7641 -0.8029 2.2982
H 4.0237 0.3053 2.9628
H 1.1231 5.8406 4.4984
C -0.1097 0.4677 2.2184
C 5.0958 6.8372 4.5033
H 3.0193 7.4146 4.3312
C 1.3624 0.7918 2.4347
H 2.7614 -1.4980 0.4059
C -0.9510 1.4220 1.6378
H -4.7424 0.3769 0.9774
C 3.7307 6.5953 4.4495
H -2.3250 -2.1023 2.4997
H -2.9303 1.8278 0.8751
H 1.1070 -0.8310 0.2732

Atoms 1-3, force components in eV/Å:
C 0.473 -0.665 0.128
C -0.447 0.851 0.009
C -0.253 -0.057 -0.209

***

Here is a cluster of 3 separate species, C5H9NO2 in total in a non-equilibrium geometry from OMol25. Energies are from ωB97M-V/def2-TZVPD.

Net charge: 0
Energy (eV): -10905.5587
Energy relative to the best compared isomer or geometry (same formula, charge and spin) (eV): 11.017
2S+1: 1
HOMO level (eV): -8.83
Lowest unoccupied orbital energy (eV): -0.575

Cartesian coordinates (Å):
O 1.8285 -0.4774 -0.8508
C 0.7750 -1.1449 -0.1526
H 1.6025 1.6547 -1.0725
H -1.3087 1.5359 -1.2745
C -0.6258 -0.4307 -0.0583
H 2.8695 -1.1068 0.8125
H -1.9998 0.9576 1.0791
H 1.8922 0.5840 1.1813
C 1.9917 -0.4532 0.5880
C -0.5696 1.1100 -0.6591
H -2.5895 -1.5393 0.9971
C -1.0188 0.9154 0.7085
H -0.2801 0.9664 1.5569
O 0.6884 1.7892 -0.4248
N -1.7257 -1.2739 -0.4726
H -2.5204 -0.9077 -1.6126
H 0.9907 -2.1793 -0.3458

Atoms 1-3, force components in eV/Å:
O -0.131 0.916 0.268
C 1.764 2.710 2.121
H -4.708 -0.138 2.104

***

Here is a cluster of 2 separate species, C3H5O2S2 in total in a non-equilibrium geometry from OMol25. Energies are from ωB97M-V/def2-TZVPD.

Net charge: -1
Energy (eV): -28957.3078
Energy relative to the best compared isomer or geometry (same formula, charge and spin) (eV): 2.104
2S+1: 1
HOMO level (eV): -2.53
Lowest unoccupied orbital energy (eV): 3.556

Cartesian coordinates (Å):
C 0.7474 0.9667 0.7687
H -1.9004 -1.1915 0.1222
S 1.0560 2.1876 -0.6173
C -1.4761 -0.2175 -0.2294
H 1.0936 1.4975 1.7984
H -0.4679 -0.3818 -0.6791
S -0.9868 0.8314 1.1450
O 2.1773 -1.4436 1.3173
O 3.2194 -0.3637 -0.4295
H -2.2616 0.4989 -0.7023
H 2.1827 1.5405 -1.0504
C 2.5704 -0.7331 0.4827

Atoms 1-3, force components in eV/Å:
C 1.455 1.646 1.987
H 0.125 0.820 -0.413
S 0.496 -0.528 0.270

***

Here is a structure of composition C26H49Br20ClIO2PS in a non-equilibrium geometry from OMol25. Energies are from ωB97M-V/def2-TZVPD.

Net charge: 0
Energy (eV): -1473441.9800
Energy relative to the best compared isomer or geometry (same formula, charge and spin) (eV): 5.453
2S+1: 1
HOMO level (eV): -8.26
Lowest unoccupied orbital energy (eV): -1.270

Cartesian coordinates (Å):
H 1.3805 5.1906 0.4118
C -2.8574 -4.3082 0.7223
C -1.3480 -0.2757 3.7012
H -0.8238 -2.3674 4.0785
Br -1.4837 -5.1653 -1.6436
H -4.8373 -9.2525 3.1185
H -3.7619 -4.3422 1.3381
H -0.3080 -1.2163 5.3382
C 9.3489 2.3780 -1.4445
H -8.7103 9.7854 1.1484
H -5.2784 -8.8899 4.8075
H 1.8062 3.3156 -7.2380
Br -0.3360 5.3829 -4.8099
H 5.2264 -8.3613 -2.0610
Br -2.4330 -0.7942 2.1658
H 8.8658 0.2839 -1.0280
H 2.3831 -9.3036 -2.8655
Br -10.0247 9.0924 3.7005
Br -0.1184 -8.9438 -1.0317
H -1.3071 -10.8933 -0.0155
C 3.3135 0.9682 -3.7207
H 3.2085 -7.9498 -3.6800
H -2.7698 -3.3178 0.2685
C -5.5354 6.1441 1.5913
H 0.0638 6.3572 1.1432
C 0.2259 5.3096 0.6392
H -7.5370 8.9563 3.8971
C -2.8576 -5.4338 -0.2857
S 1.1762 3.3655 2.5100
Br 5.1139 4.7694 -0.6780
H 7.2017 4.5630 0.6291
C -8.1839 9.5664 3.2618
H 5.1644 4.6626 2.2727
H -1.9765 7.0171 -1.4179
C 3.3560 -8.8565 -3.0846
C -7.9118 9.3949 1.7854
Br -7.6828 7.5139 1.3239
H -0.5280 3.7635 -6.6677
C -4.7991 5.7433 0.4359
Br 4.2967 -10.0900 -4.2675
O 0.6354 2.1915 3.3896
H -3.8022 -5.4562 -0.8372
Br -3.4125 -8.9261 0.6332
C 8.4041 1.2745 -1.0288
H -2.0363 6.5757 0.4214
H -2.9627 -8.9940 -1.8242
Br -2.6669 -1.8657 5.6901
P -3.6043 5.1303 -0.9766
C 2.7001 1.1106 -2.3472
H -0.7279 3.2307 0.9070
C -2.8685 -9.7562 -1.0457
C -4.8412 -9.6394 4.1413
H -6.9668 9.8725 1.5104
Br -2.9789 -9.7906 4.7005
H -1.8664 0.5514 4.1942
C -1.0934 -1.4532 4.6133
H 6.6054 5.5895 2.7657
Br 4.1068 -10.0359 -0.5817
Br 1.6480 2.7471 -2.2106
C 4.1712 -8.5546 -1.8487
H 0.1003 5.7667 -1.5934
Cl 2.6740 2.7339 1.1604
H -0.4094 0.0912 3.2755
H 4.0759 0.1825 -3.7226
H -5.7807 6.6744 2.6320
Br 2.9582 5.3651 -6.4748
C -1.9903 6.0947 -0.6614
H 7.9874 1.4772 -0.0370
I -3.3940 2.7164 -0.5755
H -1.2703 -10.9934 -1.7949
H 3.7526 1.8946 -4.0993
Br -5.0846 -12.1817 2.8371
C 6.4393 5.3486 0.6310
Br 10.4027 1.8559 -3.0003
Br 6.8592 1.1824 -2.2165
H 6.8784 6.2751 0.2524
H 2.0386 0.2821 -2.0790
O 1.7664 4.5411 3.3634
H -3.6046 -10.5455 -1.2246
C -5.5627 -10.9597 4.2806
H 10.0822 2.5737 -0.6567
H 3.7508 -7.7005 -1.3097
H 8.8402 3.3113 -1.7017
Br 4.7738 7.1276 2.1411
H -8.0849 10.6172 3.5524
Br -1.3804 -4.4899 1.9837
H -5.3483 -11.4756 5.2200
H 3.4796 1.2091 -1.5860
C 1.5981 3.9696 -6.3851
C 5.8259 5.4911 2.0045
C -0.6092 5.2271 -0.8015
C -1.4785 -10.3394 -0.9420
C 0.2080 4.5528 -6.4888
H -6.6444 -10.8195 4.1868
C -0.3240 4.0986 1.5984
H -2.6786 -6.4162 0.1602
H -0.7390 4.1282 -1.1792
H 1.7694 3.4157 -5.4586
H 0.1138 5.3150 -7.2673
Br 1.9881 0.3890 -5.0297
H -1.1439 4.4497 2.3916

Atoms 1-3, force components in eV/Å:
H -2.385 0.121 0.552
C -0.114 -0.005 0.263
C 0.297 -0.024 -0.137

***

Here is a cluster of 2 separate species, C4H9O3 in total in a non-equilibrium geometry from OMol25. Energies are from ωB97M-V/def2-TZVPD.

Net charge: -1
Energy (eV): -10435.8227
Energy relative to the best compared isomer or geometry (same formula, charge and spin) (eV): 2.643
2S+1: 1
HOMO level (eV): -3.25
Lowest unoccupied orbital energy (eV): 3.684

Cartesian coordinates (Å):
H -1.9692 0.6518 0.4296
H -1.0191 -0.5470 -0.6318
H -0.3728 0.3956 1.9061
H -1.9511 1.6564 -2.3967
H 1.6414 -0.6174 -0.2487
O 2.7685 -2.2963 1.4454
C 1.0155 -0.8444 0.6186
O -0.8642 1.4604 -1.0628
H 1.8793 -0.9873 2.6718
O -2.8774 1.7357 -2.7649
H 0.6249 1.2823 0.6682
H 0.5014 -1.7792 0.3251
H -3.3226 2.1558 -2.0189
C -1.0621 0.4851 -0.2045
C 0.1761 0.3360 0.9673
C 1.9671 -1.4162 1.6466

Atoms 1-3, force components in eV/Å:
H -0.128 -0.523 -0.137
H -0.678 0.043 -0.046
H 0.575 -0.347 0.343

***

Here is a structure of composition C47H49N5O3RhTe in a non-equilibrium geometry from OMol25. Energies are from ωB97M-V/def2-TZVPD.

Net charge: +2
Energy (eV): -73416.8178
Energy relative to the best compared isomer or geometry (same formula, charge and spin) (eV): 1.173
2S+1: 2
Expectation value of S²: 0.758
HOMO level (alpha / beta) (eV): -12.21 / -12.21
Lowest unoccupied orbital energy (alpha / beta) (eV): -5.968 / -5.763

Cartesian coordinates (Å):
C -2.3015 2.6007 2.6575
C 2.7711 1.0141 0.2190
H -6.2120 1.5701 -2.2245
O -1.9649 -1.7148 -7.7708
C 3.0367 1.1779 -2.2379
C 2.5311 -3.5887 -1.1314
H 2.0038 0.8346 -2.3387
H -1.2634 6.2860 -3.0258
C 3.6013 1.3015 -0.9800
C 0.1259 1.4817 3.5670
H -5.9051 1.6484 -4.4578
H 1.5894 3.5032 -1.4473
H 5.5808 2.3782 -4.1027
H -0.8373 1.6685 0.4241
H -2.1554 -1.9190 -8.6908
H -3.2453 3.0204 2.3304
H -2.8554 -0.1453 4.8626
C 0.9341 -1.3264 -5.5750
C 3.9587 -1.6743 0.2818
C -4.4318 0.4047 -2.4118
C 0.4605 -2.8683 5.0199
C -3.0133 -1.2250 4.8136
C -0.7855 -3.7597 8.5053
C 1.4411 0.9802 4.1039
O -6.1095 0.7619 -4.1408
C -1.0422 5.3796 -2.4782
C -0.8382 0.6813 2.9428
C 2.6547 -1.4236 -0.1117
H -0.1174 -0.8673 -8.2198
C 1.7450 -3.1016 4.2570
C -1.7981 -1.9732 5.2926
H 1.0817 5.5493 -2.7366
C -1.3407 3.4057 3.2586
H 1.9668 -4.3401 -1.6728
H -0.1046 -3.2118 9.1595
C -2.6744 0.1288 -0.8164
H 5.2977 1.9582 0.1533
C -1.1256 -0.4547 -4.0411
C 1.1080 -0.9579 -4.2529
H 4.3171 -4.7659 -1.0461
C -1.3794 -0.8022 -5.3456
H -0.0639 -2.5758 -7.7823
C -2.0698 4.6332 -1.9208
H -2.3085 0.0504 0.1962
H 4.5055 -0.9258 0.8430
C -0.7435 -3.1998 7.1074
C -2.1836 -0.0728 -3.0626
C 1.9284 -2.3904 -0.7863
H 3.2810 1.4953 -4.3485
H 1.4367 -0.2235 1.0494
C 3.7358 1.5692 -3.3688
C -1.7880 3.4796 -1.1976
C 3.8509 -3.8285 -0.7742
H -0.0695 -2.3005 -0.3401
H -3.2616 -1.4778 3.7818
H 1.5313 1.2228 5.1636
H -2.3765 -0.7663 -5.7575
H -4.7080 0.4597 -0.2754
H 0.5752 3.4768 4.2001
H -1.7852 -3.6929 8.9310
N -1.7656 -0.0428 -1.7862
C 0.5608 3.8217 -1.5872
C -2.0491 1.2445 2.5182
N 0.5492 -2.1135 -1.1273
C 0.3802 -3.3761 6.3107
C -0.5720 -1.6295 -7.5775
C -0.1591 2.8458 3.7109
Rh 0.1952 0.1018 -1.4648
H 6.5908 2.6029 -1.8597
H 2.2515 -3.9848 4.6430
C -3.4899 0.1669 -3.4090
H 1.5515 -0.0954 3.9970
H 1.5891 -3.2484 3.1905
N 0.0890 -0.5222 -3.5013
C 0.2732 4.9702 -2.3102
N -0.1330 1.8899 -0.2796
C -0.4734 3.0847 -1.0364
Te -0.5615 -1.3809 2.5704
H 0.7241 2.0571 0.2451
N 1.9979 -0.1702 0.1943
O 2.6338 1.8057 1.1205
H -2.8216 0.5977 2.1185
C -0.3268 -1.2444 -6.1446
H -6.4715 -0.1570 -2.3832
C -4.0084 0.3381 -1.0942
H 0.2538 -2.7086 -1.8931
H -3.0970 4.9584 -2.0314
C -1.8162 -2.5004 6.5815
H 2.4270 -2.2558 4.3769
H 5.5797 -3.0742 0.2512
C 5.0238 2.0708 -3.2273
H -1.5284 4.4620 3.4046
H 2.0760 -1.0126 -3.7698
C -0.6417 -2.1574 4.5263
H -2.7076 -2.3658 7.1845
H -3.8035 0.1463 -4.4428
H -0.4750 -4.8046 8.5171
H -2.5887 2.9101 -0.7462
H 1.2255 -3.9321 6.7033
H 2.2652 1.4643 3.5803
C 4.5614 -2.8776 -0.0552
C 5.5918 2.2014 -1.9651
C -5.8755 0.6771 -2.7587
C 4.8745 1.8349 -0.8360
H 1.7817 -1.6831 -6.1475
H -3.8720 -1.4633 5.4388

Atoms 1-3, force components in eV/Å:
C 0.037 -0.049 -0.032
C 0.170 -0.065 -0.227
H 0.004 0.031 0.018

***

Here is a cluster of 2 separate species, C4H13NO in total in a non-equilibrium geometry from OMol25. Energies are from ωB97M-V/def2-TZVPD.

Net charge: 0
Energy (eV): -7896.2502
Energy relative to the best compared isomer or geometry (same formula, charge and spin) (eV): 0.411
2S+1: 1
SMILES string: CC(C)CN.O
HOMO level (eV): -8.92
Lowest unoccupied orbital energy (eV): 0.846

Cartesian coordinates (Å):
H -2.5631 -0.3442 -0.5088
N 1.1622 0.5809 2.0341
H 0.7129 1.3335 -0.7725
C -1.6473 -0.7834 -0.1164
H 0.4157 -0.8148 -3.3820
H -2.0585 -1.4918 0.5993
C -0.7910 0.2804 0.5602
O 0.9088 -1.0369 -2.5862
H -0.4108 2.3418 -0.0040
C -0.3390 1.3554 -0.4694
H -0.0341 -1.1199 1.9326
H 1.9821 0.2129 2.4821
C 0.3847 -0.3677 1.2660
H -0.9193 1.3332 -1.3901
H 1.3205 1.4657 1.5841
H 1.0303 -0.1832 -2.1514
H -1.3654 0.8445 1.2863
H -1.1077 -1.2769 -0.9191
H 0.9846 -0.9336 0.5353

Atoms 1-3, force components in eV/Å:
H 0.090 0.291 -0.413
N -0.573 0.186 0.443
H 0.116 -0.516 0.112

***

Here is the ion C5H6N with charge +1 in a non-equilibrium geometry from OMol25. Energies are from ωB97M-V/def2-TZVPD.

Net charge: +1
Energy (eV): -6760.8632
Energy relative to the best compared isomer or geometry (same formula, charge and spin) (eV): 4.314
2S+1: 1
SMILES string: c1cc1=[N+]1CC1
HOMO level (eV): -15.60
Lowest unoccupied orbital energy (eV): -4.177

Cartesian coordinates (Å):
C -2.4156 0.6451 0.1213
C -1.1334 -0.1060 0.0121
H 1.8141 -1.0977 0.8675
C -2.4433 -0.6683 -0.1452
C 1.1597 0.7472 0.0508
H -3.0127 -1.5202 -0.0853
H 1.1670 1.2302 -0.9123
N 0.1315 -0.1559 0.0702
H -2.9261 1.6098 0.0001
H 1.1441 1.3058 0.9559
H 1.7159 -1.0597 -0.9590
C 1.3920 -0.7213 -0.0225

Atoms 1-3, force components in eV/Å:
C 2.305 -0.840 -1.845
C -3.713 0.234 0.048
H 0.158 -1.018 0.720